(1)
{
  "formula": "C17H19FFeN3O7S2SbSe4",
  "method": "wB97M-V/def2-TZVPD",
  "species": ["C", "H", "C", "H", "H", "Se", "H", "Se", "C", "C", "C", "Se", "Fe", "H", "C", "C", "C", "C", "H", "H", "S", "H", "Se", "H", "O", "C", "H", "S", "C", "H", "N", "C", "H", "H", "N", "H", "H", "F", "H", "O", "C", "C", "O", "H", "O", "O", "H", "C", "O", "C", "Sb", "O", "H", "N", "C"],
  "xyz": [[2.8838, -1.3998, 3.3156], [4.8655, 0.0171, -1.1510], [2.8208, 0.2342, 1.0959], [0.7343, -1.4250, 3.2277], [-3.1243, 2.1712, -0.8106], [1.8009, -4.8564, -2.9591], [-4.2275, 0.6465, -2.6968], [3.3409, -1.8997, -1.9546], [4.0659, -0.1752, 1.6115], [-4.4935, 1.1258, 0.1244], [-6.6150, 0.1890, -0.8672], [-0.5879, -2.8421, -0.2981], [-2.1486, -1.0914, 0.4840], [3.0688, 3.3439, -1.6355], [1.6285, -0.2378, 1.6739], [-0.8457, 1.0431, -0.9645], [5.3552, 0.2040, 0.9420], [4.0743, -0.9879, 2.7234], [1.5737, 1.9054, -1.4752], [-7.3747, -0.4541, -0.4292], [-4.2274, -2.6592, 0.8994], [5.9785, -0.6895, 0.8707], [3.3195, -3.8606, 0.7128], [-5.4676, 1.9185, -2.5239], [-0.7039, -0.3037, 1.6324], [0.3559, 0.0576, 1.0651], [5.0086, -1.3586, 3.1251], [-3.4994, 1.1116, 1.5184], [3.8482, 2.5841, -1.6778], [3.6510, 1.9225, -2.5223], [-4.0573, 1.8117, -0.9425], [0.3874, 0.7746, -0.1439], [4.7942, 3.0921, -1.8619], [-3.8023, 2.3425, -2.9087], [-5.6365, 0.4422, 0.1708], [5.8931, 0.9223, 1.5709], [-5.6709, -0.2038, 0.9440], [2.9711, -2.1887, 4.4031], [4.1797, 2.5056, 0.4355], [-3.7463, -1.7929, -0.3038], [-4.4292, 1.6585, -2.3416], [1.6613, -1.0621, 2.8089], [-1.7536, 0.1284, -0.9997], [-6.1919, -0.3350, -1.7245], [-0.9332, 2.0972, -1.5781], [-4.1227, -4.0508, 0.6427], [6.0288, 1.2958, -0.7941], [1.5809, 1.2777, -0.5997], [-3.1242, -2.1552, 1.8453], [5.1278, 0.7975, -0.4353], [1.6600, -3.3803, -0.9940], [-5.5143, -2.2048, 1.3279], [-7.0970, 1.1104, -1.1958], [2.7544, 1.0815, 0.0018], [3.9818, 1.8020, -0.3838]],
  "lowdin_spin": [0.00, 0.01, 0.00, 0.00, 0.00, 0.80, 0.00, 0.58, 0.00, 0.01, 0.00, 0.07, 2.79, 0.00, 0.00, 0.00, 0.00, 0.00, 0.00, 0.00, 0.01, 0.00, 0.64, 0.00, 0.00, 0.00, 0.00, 0.08, 0.00, 0.00, 0.01, 0.00, 0.00, 0.00, 0.01, 0.00, 0.00, 0.00, 0.00, -0.03, 0.00, 0.00, 0.00, 0.00, 0.01, 0.00, 0.00, 0.00, -0.05, 0.01, 0.03, -0.01, 0.00, 0.00, 0.00],
  "homo_lumo_gap_ev": [6.9, 5.6],
  "s2": 8.853,
  "total_charge": -1,
  "spin_multiplicity": 6,
  "lumo_energy_ha": [0.0452, -0.0017]
}

---

(2)
{
  "formula": "CH3FNO2S",
  "method": "wB97M-V/def2-TZVPD",
  "species": ["H", "C", "O", "F", "N", "H", "S", "O", "H"],
  "xyz": [[0.5031, 1.2059, -1.6914], [0.5533, 0.2296, -1.0480], [-1.5879, -0.0371, 2.2425], [1.8080, -0.3024, -1.2122], [0.2028, 0.5034, 0.5648], [-0.2670, -0.5839, -1.3341], [-0.6759, -0.8048, 1.3251], [-1.4205, -1.2624, 0.0983], [0.8841, 1.0519, 1.0550]],
  "lowdin_charge": [0.10, -0.23, -0.59, -0.11, -0.24, 0.10, 0.55, -0.60, 0.02],
  "homo_lumo_gap_ev": 7.8,
  "total_charge": -1,
  "lumo_energy_ha": 0.1537
}

---

(3)
{
  "formula": "C8H10N3O2",
  "method": "wB97M-V/def2-TZVPD",
  "species": ["C", "C", "H", "O", "H", "H", "N", "H", "H", "C", "N", "H", "O", "C", "H", "H", "C", "C", "C", "N", "C", "H", "H"],
  "xyz": [[-3.1870, -2.0846, 1.2423], [0.4025, -1.1438, -0.9091], [-2.8931, -3.2478, 1.3613], [-2.1066, -1.6030, 0.4377], [0.1487, 2.8250, 0.7033], [-0.6866, 1.6329, 1.6908], [0.3915, 0.8947, 0.1271], [2.7942, -1.4950, -2.8076], [0.2283, -2.2373, -1.1000], [3.0271, 0.7903, -2.2265], [1.3172, 1.0478, -0.8430], [-4.2674, -2.1371, 0.7885], [-1.9193, 0.2901, 1.6807], [2.3501, 1.6696, -1.4097], [-3.1944, -1.4403, 2.1538], [2.5849, 2.7179, -1.2121], [2.4469, -0.5129, -2.2745], [-1.5164, -0.4540, 0.8560], [0.2111, 1.8602, 1.1260], [1.4236, -0.5715, -1.4743], [-0.2792, -0.2822, 0.0222], [0.9302, 1.6929, 1.9174], [3.8636, 1.0307, -2.8184]],
  "lowdin_charge": [-0.04, 0.02, 0.14, -0.05, 0.10, 0.09, -0.07, 0.19, 0.17, -0.02, 0.14, 0.13, 0.14, -0.03, 0.09, 0.15, -0.03, -0.42, 0.02, 0.07, -0.02, 0.12, 0.10],
  "homo_lumo_gap_ev": 8.1,
  "total_charge": 1,
  "smiles": "COC(=O)c1c[n+]2cccn2n1C",
  "lumo_energy_ha": -0.1606
}

---

(4)
{
  "formula": "C8H14CrN2P",
  "method": "wB97M-V/def2-TZVPD",
  "species": ["P", "Cr", "H", "C", "H", "C", "H", "H", "H", "C", "H", "H", "H", "C", "C", "C", "C", "N", "H", "H", "C", "H", "N", "H", "H", "H"],
  "xyz": [[-1.3109, 2.8145, -0.2644], [0.4560, 1.5603, -0.8563], [2.1150, 1.4730, -3.0303], [-3.1464, -1.8154, 0.2026], [-2.9179, -2.2860, -0.7653], [-1.6604, -2.3764, 2.2328], [-1.4040, -1.6790, 3.0436], [-3.8101, -2.4462, 0.7931], [3.4291, -1.3151, 0.0548], [3.1171, -0.4016, -0.4226], [-2.5753, -2.9202, 2.4669], [-0.8152, -3.0677, 2.1023], [-0.7911, 3.8696, 0.5548], [2.5857, -0.3135, -1.7241], [2.7865, 1.8469, -0.8207], [2.3602, 1.0682, -2.0431], [-0.9874, -0.8507, 0.5226], [-1.9014, -1.6313, 0.9836], [-2.3683, 2.1581, 0.4527], [2.9201, 2.9319, -0.7485], [3.3229, 0.8826, 0.0915], [-1.7960, 3.3553, -1.4989], [-0.3438, 0.0344, 0.0624], [3.8557, 1.0973, 1.0124], [2.4938, -1.1486, -2.4037], [-3.6139, -0.8404, 0.0019]],
  "lowdin_spin": [-0.07, 2.99, 0.00, 0.00, 0.00, 0.00, 0.00, 0.00, 0.00, 0.01, 0.00, 0.00, 0.00, 0.02, -0.01, 0.00, 0.04, 0.01, -0.03, 0.00, 0.03, 0.00, 0.01, 0.00, 0.00, 0.00],
  "homo_lumo_gap_ev": [6.6, 5.2],
  "s2": 4.003,
  "spin_multiplicity": 4,
  "lumo_energy_ha": [0.0090, 0.0077]
}

---

(5)
{
  "formula": "C3H9N4",
  "method": "wB97M-V/def2-TZVPD",
  "species": ["H", "H", "H", "H", "C", "N", "H", "H", "H", "H", "N", "C", "N", "H", "C", "N"],
  "xyz": [[-2.1889, 0.6798, 1.6428], [-1.0689, 0.2698, 2.9706], [1.1763, 1.4923, -0.3039], [-0.5229, 0.8441, -2.7264], [-1.2312, 0.1075, 1.8744], [0.2349, 0.2111, -2.4941], [-1.3896, -1.0047, 1.4759], [-0.6147, 1.7607, -0.2282], [0.5127, -0.5032, -3.1756], [0.7931, 0.5032, 1.7963], [1.6381, -1.9010, -0.2318], [0.4239, -0.0765, -1.2147], [0.8107, -1.1767, -0.7645], [1.1920, -2.7607, 0.2326], [0.2411, 0.9993, -0.0996], [-0.0065, 0.5550, 1.2463]],
  "lowdin_charge": [0.10, 0.10, 0.13, 0.14, -0.11, 0.21, 0.11, 0.17, 0.15, 0.09, 0.26, -0.31, 0.06, 0.15, -0.10, -0.15],
  "homo_lumo_gap_ev": [7.6, 7.6],
  "total_charge": 1,
  "smiles": "[H]/N=N/C(=[NH2+])CNC",
  "lumo_energy_ha": [-0.1979, -0.1978]
}

---

(6)
{
  "formula": "C29H29CeCl5F6N3O3S",
  "method": "wB97M-V/def2-TZVPD",
  "species": ["H", "C", "C", "H", "C", "H", "C", "S", "Cl", "C", "C", "H", "C", "O", "C", "H", "H", "C", "Cl", "H", "H", "C", "H", "Cl", "C", "H", "F", "Ce", "F", "H", "C", "Cl", "H", "H", "C", "C", "C", "C", "C", "C", "C", "C", "H", "H", "H", "O", "H", "C", "H", "C", "F", "Cl", "N", "F", "C", "C", "C", "H", "C", "H", "H", "N", "H", "C", "H", "C", "H", "F", "H", "F", "H", "O", "C", "N", "H", "H", "H"],
  "xyz": [[-3.5331, -1.2433, -1.4555], [0.8030, 0.4261, -2.4127], [-6.8328, 3.3743, 0.8756], [-0.4658, -1.1582, 3.3356], [1.6877, 4.7539, 0.1876], [-0.9794, -2.4001, 5.9666], [1.3935, 1.0820, -3.5020], [-3.5223, 0.3748, 0.2800], [3.2810, 6.6248, 1.2884], [2.7799, 0.0918, -1.0460], [2.4309, 5.1381, 1.2980], [3.2453, -0.2038, -1.9854], [-6.8661, 2.1603, 1.5497], [-1.4746, -3.4976, 0.8846], [-4.1475, -0.3783, -1.2134], [3.7440, 1.2856, 1.2823], [3.2038, 1.0613, -0.7710], [1.0884, 2.6365, 1.2871], [1.7293, 2.1954, 3.9152], [-1.1174, 1.4296, 4.0455], [-4.1090, 0.3679, -2.0064], [1.0314, 3.5312, 0.2402], [-5.1754, -0.6787, -1.0083], [-0.0468, 3.1030, -1.0914], [3.6795, 0.3723, 1.8724], [-5.8271, 0.3093, 1.9261], [2.6244, 1.5631, -3.4034], [-0.2210, 0.6056, 0.6623], [-2.2533, 0.2140, 2.8770], [4.1459, -1.2083, -0.0044], [-0.6275, 0.9225, -4.8265], [1.5757, 5.7610, -1.1982], [-2.6475, -2.8607, 3.1639], [-5.7426, 4.6473, -0.4695], [-1.1454, -2.6646, 1.6961], [-4.7333, 2.7881, -0.1461], [-1.5613, -2.8712, 3.1421], [-5.8305, 1.2508, 1.3876], [0.6877, 1.3199, -4.6659], [-1.2274, 0.2698, -3.7670], [3.0765, -0.9619, -0.0059], [0.2179, -3.6092, 4.6243], [1.1128, -3.4768, 4.0129], [2.2981, -1.3762, 3.2128], [0.4903, -1.5621, 5.4399], [-0.5095, -1.5520, 1.4765], [-1.6907, -4.6241, 4.4176], [2.4491, 4.3174, 2.4295], [-7.6878, 1.9284, 2.2150], [-1.1352, 1.1042, 3.0103], [-2.4856, -0.1580, -3.8574], [3.2986, 4.8307, 3.8298], [-1.0509, -1.7094, 3.9783], [-1.5737, 2.2157, 2.2562], [-0.9579, -4.1273, 3.7830], [-0.2807, -2.2686, 5.1436], [1.7680, 3.0991, 2.4090], [3.5223, -2.2332, 2.2645], [2.5633, -1.7006, 2.2021], [1.8073, -2.3868, 1.8243], [-7.6368, 4.0856, 1.0136], [1.3334, 0.1623, -1.1816], [4.6609, -0.1201, 1.8637], [-5.7684, 3.6914, 0.0376], [-1.8040, -1.0799, 4.2487], [-0.5252, 0.0355, -2.6142], [3.4374, 0.6455, 2.8912], [1.3031, 1.9731, -5.6423], [2.5235, -1.8643, -0.2739], [-1.0965, -0.6365, -1.5986], [-3.8841, 3.0250, -0.7760], [-2.2863, 1.1909, -0.1767], [-4.7927, 1.5779, 0.5281], [2.6518, -0.5305, 1.3303], [-0.6590, -4.8269, 3.0079], [-1.1627, 1.1170, -5.7469], [0.4684, -4.2766, 5.4454]],
  "lowdin_charge": [0.06, -0.23, -0.05, 0.11, -0.70, 0.14, -0.17, 1.04, 0.72, -0.19, -0.70, 0.13, -0.06, 0.13, -0.18, 0.08, 0.12, -0.28, 0.71, 0.09, 0.07, -0.62, 0.08, 0.83, -0.09, 0.12, 0.11, 1.22, -0.14, 0.13, 0.08, 0.72, 0.17, 0.12, -0.57, -0.05, -0.13, -0.08, -0.21, -0.21, -0.19, -0.13, 0.11, 0.08, 0.13, -0.21, 0.13, -0.70, 0.11, -0.31, 0.10, 0.71, 0.09, -0.09, -0.09, -0.09, -0.64, 0.10, -0.10, 0.08, 0.11, -0.10, 0.10, -0.05, 0.15, -0.18, 0.03, 0.12, 0.13, 0.03, 0.12, -0.64, -0.39, -0.25, 0.13, 0.14, 0.13],
  "homo_lumo_gap_ev": [6.0, 5.9],
  "total_charge": 1,
  "lumo_energy_ha": [-0.1525, -0.1529]
}

---

| no. | energy (eV) |
| --- | --- |
| 1 | -363443.5933 |
| 2 | -20223.4388 |
| 3 | -17011.7936 |
| 4 | -49207.9393 |
| 5 | -9207.3697 |
| 6 | -143830.6133 |